# 1
The following is a DFT calculation (ωB97M-V/def2-TZVPD) of a single C4H8FN3 molecule in a non-equilibrium geometry.

Positions of all 16 atoms, in Å:
1 H -1.458 1.517 0.964
2 N -0.977 0.594 1.176
3 C -0.359 0.115 0.180
4 C -0.282 0.750 -1.246
5 C -0.088 2.291 -1.087
6 F -1.366 2.841 -0.660
7 N 0.467 -1.078 0.336
8 N 0.530 -1.660 1.630
9 C 0.822 -2.968 1.659
10 H 0.611 0.371 -1.749
11 H -1.270 0.524 -1.791
12 H 0.036 2.800 -2.056
13 H 0.664 2.642 -0.342
14 H 0.621 -1.752 -0.499
15 H 0.819 -3.408 2.693
16 H 1.231 -3.582 0.792

Properties
2S+1	1
energy above the lowest of the compared OMol25 structures with the same formula, charge and spin	41.3	kcal per mole
energy	-11463.0110	eV
SMILES	[H]/N=C(\CCF)NN=C

***

# 2
The following is a DFT calculation (ωB97M-V/def2-TZVPD) of a molecular structure, C4H8FNO in a non-equilibrium geometry.

Positions of all 15 atoms, in Å:
1 C 2.624 0.530 -0.096
2 C 0.693 -0.877 -0.136
3 C -0.282 0.149 0.155
4 C -1.657 -0.255 0.474
5 H 2.944 0.948 -1.438
6 H 1.670 1.088 0.601
7 H 3.770 0.259 0.526
8 H 0.569 -1.911 -0.258
9 H -1.725 0.264 1.522
10 H -1.699 -1.216 0.795
11 H -2.624 0.841 -0.865
12 H -3.520 -0.364 -0.390
13 N -2.602 -0.168 -0.637
14 O 2.013 -0.785 -0.197
15 F -0.175 1.497 -0.058

Properties
2S+1	1
energy above the lowest of the compared OMol25 structures with the same formula, charge and spin	120.4	kcal per mole
energy	-10527.2821	eV

***

# 3
The following is a DFT calculation (ωB97M-V/def2-TZVPD) of a single C4H8FNO molecule in a non-equilibrium geometry.

Positions of all 15 atoms, in Å:
1 C -1.345 1.259 -0.548
2 C -0.123 0.998 0.278
3 O 0.420 1.721 1.064
4 C 0.520 -0.350 -0.072
5 C -0.301 -1.598 0.433
6 N 1.887 -0.373 0.423
7 F 2.929 -0.180 -0.436
8 H -1.684 0.275 -0.831
9 H -2.187 1.696 0.013
10 H -1.226 1.958 -1.439
11 H 0.502 -0.371 -1.309
12 H -0.448 -1.358 1.516
13 H -1.258 -1.737 -0.081
14 H 0.357 -2.481 0.080
15 H 1.956 0.542 0.909

Properties
2S+1	1
energy above the lowest of the compared OMol25 structures with the same formula, charge and spin	65.7	kcal per mole
energy	-10529.6540	eV
SMILES	CC(=O)[C@H](C)NF

***

# 4
The following is a DFT calculation (ωB97M-V/def2-TZVPD) of 2 unconnected molecules or ions with the total composition C4H8FNO in a non-equilibrium geometry.

Positions of all 15 atoms, in Å:
1 C 0.155 2.254 0.289
2 C -0.062 0.989 0.129
3 N -1.319 0.355 -0.348
4 C -1.009 -1.035 -0.573
5 C 0.030 -1.317 0.496
6 O 0.748 0.003 0.520
7 H 1.095 2.688 0.669
8 H -0.617 2.776 -0.079
9 H -2.193 0.537 0.121
10 H -0.591 -1.209 -1.563
11 H -1.996 -1.583 -0.510
12 H -0.366 -1.407 1.421
13 H 0.728 -2.147 0.268
14 F 3.031 -0.585 -0.694
15 H 2.368 -0.320 -0.145

Properties
2S+1	1
energy above the lowest of the compared OMol25 structures with the same formula, charge and spin	25.5	kcal per mole
energy	-10531.3999	eV
SMILES	C=C1NCCO1.F